No. 1
The following is a quantum chemistry calculation of an isolated molecule of C3H6N2S3 in a non-equilibrium geometry, from the Open Molecules 2025 dataset.

HOMO-LUMO gap	0.33445	Eh
total charge	0
max |F|	0.096	Eh/bohr
HOMO	-0.317	hartree
SMILES	S=C1CN(S)CN1S
relative energy (zero: lowest compared OMol25 entry of this formula, charge and spin)	56.7	kcal/mol

Geometry as XYZ:
```
14
C3H6N2S3, DFT the ωB97M-V functional and the def2-TZVPD basis
C -1.209 0.999 -0.305
C -0.843 0.209 0.877
C 0.832 -0.087 -0.663
N -0.333 0.692 -1.278
N 0.212 -0.669 0.484
S -2.347 2.212 -0.445
S -0.101 1.595 -2.706
S -0.296 -2.345 0.203
H -0.640 0.958 1.689
H -1.734 -0.262 1.464
H 1.112 -0.892 -1.482
H 1.581 0.544 -0.352
H -0.965 2.436 -2.154
H 0.971 -2.684 0.611
```

Here are the natural (NBO) charges for atoms 1 to 8, given in e: C 0.101; C -0.333; C -0.044; N -0.535; N -0.547; S -0.163; S 0.175; S 0.142



No. 2
The following is a quantum chemistry calculation of the ion C4H8NS2 with charge +1 in a non-equilibrium geometry, from the Open Molecules 2025 dataset.

HOMO-LUMO gap	0.37566	Eh
total charge	+1
max |F|	0.051	Eh/bohr
HOMO	-0.502	hartree
SMILES	SC1(S)CC=C[NH2+]1
relative energy (zero: lowest compared OMol25 entry of this formula, charge and spin)	30.1	kcal/mol

Geometry as XYZ:
```
15
C4H8NS2, DFT the ωB97M-V functional and the def2-TZVPD basis
C -0.092 0.209 1.632
C -1.185 -0.387 1.165
C 0.893 0.563 0.565
C 0.142 0.007 -0.824
N -1.266 -0.393 -0.272
S -0.138 1.277 -2.032
S 0.889 -1.528 -1.428
H 0.170 0.382 2.638
H -2.030 -0.739 1.650
H 0.879 1.693 0.332
H 2.008 0.225 0.785
H -1.304 -1.366 -0.610
H -2.131 0.040 -0.553
H 1.113 1.366 -2.294
H 2.051 -1.351 -0.753
```

Here are the natural (NBO) charges for atoms 1 to 8, given in e: C -0.122; C -0.072; C -0.468; C -0.161; N -0.567; S 0.088; S 0.056; H 0.260



Which of these has the lowest max |F|? C4H8NS2



Repeat the first record exactly.
The following is a quantum chemistry calculation of an isolated molecule of C3H6N2S3 in a non-equilibrium geometry, from the Open Molecules 2025 dataset.

HOMO-LUMO gap	0.33445	Eh
total charge	0
max |F|	0.096	Eh/bohr
HOMO	-0.317	hartree
SMILES	S=C1CN(S)CN1S
relative energy (zero: lowest compared OMol25 entry of this formula, charge and spin)	56.7	kcal/mol

Geometry as XYZ:
```
14
C3H6N2S3, DFT the ωB97M-V functional and the def2-TZVPD basis
C -1.209 0.999 -0.305
C -0.843 0.209 0.877
C 0.832 -0.087 -0.663
N -0.333 0.692 -1.278
N 0.212 -0.669 0.484
S -2.347 2.212 -0.445
S -0.101 1.595 -2.706
S -0.296 -2.345 0.203
H -0.640 0.958 1.689
H -1.734 -0.262 1.464
H 1.112 -0.892 -1.482
H 1.581 0.544 -0.352
H -0.965 2.436 -2.154
H 0.971 -2.684 0.611
```

Here are the natural (NBO) charges for atoms 1 to 8, given in e: C 0.101; C -0.333; C -0.044; N -0.535; N -0.547; S -0.163; S 0.175; S 0.142